{"formula": "C28H27N4O11STl", "method": "ωB97M-V with the def2-TZVPD basis set", "total_energy_ev": -73490.589, "total_charge": -2, "multiplicity": 1, "max_force_ha_per_bohr": 0.03341, "de_lowest_ev": 0.000, "e_homo_ev": -3.16, "species": ["Tl", "O", "C", "O", "C", "C", "C", "C", "C", "N", "C", "O", "O", "H", "H", "H", "C", "C", "N", "C", "C", "N", "C", "O", "O", "C", "O", "O", "H", "H", "H", "H", "H", "C", "O", "H", "H", "H", "C", "N", "C", "C", "C", "O", "H", "H", "H", "H", "H", "H", "H", "H", "H", "C", "C", "O", "S", "C", "C", "C", "C", "C", "C", "C", "C", "H", "H", "H", "H", "H", "H", "H"], "positions_angstrom": [[-0.090, 0.297, -0.360], [2.437, -0.189, 3.534], [1.568, -0.395, 2.681], [0.698, 0.400, 2.264], [1.513, -1.806, 2.065], [2.062, -2.902, 2.721], [1.933, -4.157, 2.152], [1.310, -4.265, 0.920], [0.847, -3.108, 0.295], [0.918, -1.923, 0.885], [0.361, -3.138, -1.176], [0.711, -4.136, -1.826], [-0.271, -2.146, -1.584], [2.571, -2.754, 3.662], [2.327, -5.034, 2.657], [1.199, -5.210, 0.410], [-3.059, -1.986, 0.909], [-3.563, -0.685, 0.414], [-2.833, 0.363, 0.153], [-3.681, 1.345, -0.285], [-4.978, 0.861, -0.277], [-4.872, -0.423, 0.172], [-6.346, 1.404, -0.635], [-6.387, 2.581, -1.078], [-7.287, 0.625, -0.452], [-3.162, 2.670, -0.664], [-4.045, 3.558, -1.081], [-1.978, 2.940, -0.585], [-1.996, -1.891, 1.115], [-3.198, -2.750, 0.145], [-3.588, -2.284, 1.815], [-5.685, -1.010, 0.278], [-5.032, 3.184, -1.100], [0.658, 3.177, 1.294], [1.498, 2.873, 0.176], [0.607, 2.323, 1.975], [-0.323, 3.375, 0.869], [1.054, 4.053, 1.815], [3.186, -2.398, -3.402], [3.136, -1.256, -2.518], [3.502, -1.531, -1.145], [2.473, -0.118, -2.806], [1.986, 0.043, -4.231], [2.330, 0.781, -1.989], [3.941, -3.083, -3.018], [3.461, -2.099, -4.414], [2.228, -2.929, -3.418], [2.947, -2.399, -0.790], [3.249, -0.666, -0.537], [4.577, -1.728, -1.081], [2.829, 0.222, -4.898], [1.326, 0.906, -4.254], [1.444, -0.838, -4.555], [9.473, 2.776, 1.296], [10.238, 1.481, 1.254], [11.429, 1.403, 1.422], [9.346, -0.022, 0.948], [7.628, 0.461, 0.845], [7.070, 0.776, -0.391], [5.768, 1.217, -0.452], [4.990, 1.305, 0.714], [5.545, 0.903, 1.937], [6.856, 0.494, 2.001], [3.702, 1.836, 0.646], [2.608, 2.300, 0.413], [9.971, 3.497, 0.648], [9.510, 3.164, 2.314], [8.437, 2.660, 0.994], [7.666, 0.694, -1.290], [5.319, 1.498, -1.394], [4.923, 0.905, 2.818], [7.298, 0.212, 2.946]], "forces_ev_per_angstrom": [[-0.0444, -0.0701, -0.1121], [0.5133, -0.1284, 0.3572], [-0.1195, -0.1876, -0.0082], [-0.3534, 0.0233, -0.2428], [0.1635, 0.1160, 0.3208], [0.0544, 0.0721, 0.0800], [-0.1118, 0.0581, -0.0229], [-0.0252, -0.0313, -0.1747], [0.0272, -0.2611, -0.2062], [-0.1896, -0.0339, -0.0477], [0.1175, -0.1452, 0.1946], [0.1460, -0.4580, -0.0903], [-0.2475, 0.5024, 0.0358], [0.0151, 0.1208, 0.0421], [-0.0447, 0.0284, -0.0422], [0.0429, -0.0079, -0.0944], [-0.0118, -0.0489, -0.0639], [-0.1897, -0.0429, 0.1092], [0.3187, -0.0017, 0.1156], [-0.6980, -0.3957, 0.0240], [0.1183, 0.3639, -0.1474], [-0.0124, 0.1227, -0.0510], [0.2995, -0.1665, 0.1245], [0.1552, 0.3834, -0.1070], [-0.2694, -0.2642, 0.0547], [0.0339, 0.5586, -0.0969], [-0.5094, -0.1882, -0.0466], [-0.1126, -0.0861, -0.0131], [0.0328, -0.0731, 0.0403], [0.0675, -0.1409, 0.0129], [0.0516, -0.0652, 0.0407], [0.0129, 0.0143, -0.0202], [0.4404, 0.0275, 0.0617], [-0.6416, 0.2188, 0.8106], [0.0046, 0.0706, -0.7533], [0.1129, 0.1355, -0.1419], [0.0828, 0.0905, 0.0122], [0.0260, 0.0312, -0.1148], [-0.2193, -0.1134, -0.2361], [0.0641, -0.1982, 0.1504], [0.0829, 0.1007, 0.1829], [0.2018, 0.2871, -0.3697], [-0.1464, 0.0766, 0.2612], [-0.0271, 0.1387, -0.1405], [0.0288, 0.0000, -0.0826], [0.0395, -0.0445, 0.0028], [0.0466, -0.0642, 0.0129], [0.1236, -0.0451, 0.0578], [0.0538, -0.0672, 0.0580], [-0.0172, -0.0129, 0.0706], [0.0580, -0.0634, -0.0734], [0.0066, 0.0112, 0.0031], [-0.0953, -0.1265, -0.1471], [-0.0202, 0.1679, -0.0322], [-0.2287, -0.0151, -0.0164], [0.2035, 0.0968, 0.0022], [-0.3141, -0.1771, -0.0499], [0.5871, -0.3501, -0.0093], [0.1274, -0.0009, 0.1058], [-0.1887, -0.0434, 0.0904], [0.7398, -0.1209, 0.0793], [-0.1529, -0.0212, -0.0746], [0.1759, -0.0021, -0.1696], [-1.5895, 0.5549, -0.3430], [1.2323, -0.1736, 0.5859], [0.0636, -0.0255, 0.0051], [-0.0019, -0.0137, 0.0389], [0.0447, 0.1019, 0.0382], [0.0558, 0.0297, -0.0016], [-0.0578, -0.0071, -0.0531], [-0.1695, 0.0346, 0.1258], [0.0365, -0.0551, 0.0886]]}